The following is a DFT calculation (ωB97M-V/def2-TZVPD) of C26H21BrN5Ru as an isolated structure.

ORCA input file:
```
! RIJCOSX wB97M-V def2-TZVPD def2/J DEFGRID3
* xyz 2 2
Ru 0.0430 0.0342 -0.3727
C -0.7316 -2.8905 0.0473
N -0.0522 -1.7763 0.7753
C -0.5970 -1.5192 2.1428
C -0.9185 -0.0725 2.2802
N -0.6583 0.7920 1.3129
C -0.9878 2.0666 1.8012
C -0.8850 3.3342 1.2365
C -1.3035 4.3984 2.0077
C -1.8121 4.2188 3.3040
C -1.9112 2.9675 3.8742
C -1.4819 1.9028 3.0931
N -1.4219 0.5320 3.3571
C -1.3409 -2.3876 -1.2147
N -1.1970 -1.1384 -1.6264
C -1.9220 -1.0455 -2.8316
C -2.1565 0.0254 -3.6896
C -2.9321 -0.2143 -4.8047
C -3.4724 -1.4821 -5.0697
C -3.2589 -2.5480 -4.2218
C -2.4761 -2.2932 -3.1039
N -2.0846 -3.1178 -2.0466
H -0.0027 -3.6711 -0.1789
H -1.4997 -3.3454 0.6732
H 0.9152 -2.0569 0.8815
H -1.4789 -2.1327 2.3261
H 0.1420 -1.7956 2.8984
H -0.4955 3.4847 0.2420
H -1.2393 5.3995 1.6047
H -2.1297 5.0837 3.8695
H -2.2967 2.8267 4.8745
H -1.6998 0.0822 4.2156
H -1.7612 1.0117 -3.5020
H -3.1337 0.5948 -5.4928
H -4.0745 -1.6234 -5.9563
H -3.6812 -3.5238 -4.4184
H -2.3283 -4.0895 -1.9323
Br 0.2426 1.9700 -1.9416
C 2.0187 2.4417 -1.4252
C 2.6337 3.4938 -2.0275
C 3.9524 3.8023 -1.6311
C 4.5678 3.0557 -0.6692
C 3.9072 1.9663 -0.0483
C 4.5454 1.2054 0.9603
C 3.8905 0.1738 1.5675
C 2.5756 -0.1485 1.1859
C 1.8941 0.5275 0.1869
C 2.5858 1.6279 -0.4317
H 2.1371 4.0786 -2.7896
H 4.4619 4.6324 -2.0999
H 5.5798 3.2853 -0.3617
H 5.5575 1.4601 1.2474
H 4.3746 -0.3973 2.3482
H 2.1082 -0.9518 1.7426
*
```

energy relative to the best compared isomer or geometry (same formula, charge and spin): 0.433 eV
gap between HOMO and LUMO (alpha / beta): 7.13 / 6.42 eV

The following is a DFT calculation (ωB97M-V/def2-TZVPD) of C39H52BrN5O11P2STi as an isolated structure.

ORCA input file:
```
! RIJCOSX wB97M-V def2-TZVPD def2/J DEFGRID3
* xyz 2 1
Ti -0.2879 -0.7356 0.0645
O -2.0174 -3.4955 5.2460
C -1.5636 -3.0333 4.0843
C -0.2076 -2.8487 3.7996
C 0.1389 -2.3163 2.5880
N -0.7607 -1.9943 1.6363
C -2.0455 -2.3268 1.8818
Br -3.2302 -2.3493 0.4275
C -2.5052 -2.7614 3.0947
H -1.2981 -3.7480 5.8384
H 0.5602 -3.1242 4.5103
H 1.1726 -2.1167 2.3430
H -3.5470 -2.9952 3.2502
C -0.3195 1.2954 4.6535
C 0.9480 0.5865 4.2388
C 2.2280 1.2188 4.7339
O 0.9691 0.4203 2.7598
P 1.2681 1.4697 1.6554
O 0.5111 1.0965 0.3916
C 2.9613 1.1488 1.1222
P 2.8212 -0.1058 -0.1795
O 1.6982 -1.1097 0.1536
O 2.7285 0.5851 -1.5502
C 1.8524 1.5389 -2.2902
C 2.4717 2.9065 -2.1304
C 1.7863 1.0853 -3.7266
O 4.1187 -0.9485 -0.2083
C 5.4138 -0.7101 -0.8967
C 5.2973 -1.1393 -2.3394
C 5.8771 0.7151 -0.6995
O 1.0576 2.8425 2.2837
C 0.5859 4.1983 1.8596
C 1.0656 5.1429 2.9297
C 1.0980 4.5041 0.4768
H -0.4876 1.1131 5.7155
H -1.1736 0.9157 4.0943
H -0.2484 2.3716 4.5003
H 0.9099 -0.4522 4.5633
H 2.3304 2.2516 4.4013
H 3.1047 0.6448 4.4317
H 2.2037 1.2254 5.8240
H 3.5687 0.7670 1.9431
H 3.4484 2.0271 0.6956
H 0.8695 1.4994 -1.8219
H 3.4430 2.9444 -2.6247
H 2.5970 3.1770 -1.0820
H 1.8245 3.6517 -2.5934
H 2.7498 1.2210 -4.2197
H 1.0449 1.6946 -4.2463
H 1.4952 0.0437 -3.7983
H 6.0702 -1.3898 -0.3566
H 4.6375 -0.4811 -2.9026
H 4.9244 -2.1605 -2.4104
H 6.2876 -1.1096 -2.7942
H 5.2141 1.4246 -1.1976
H 6.8672 0.8262 -1.1409
H 5.9585 0.9653 0.3585
H -0.4980 4.1060 1.8553
H 2.1543 5.2058 2.9391
H 0.7172 4.8356 3.9147
H 0.6669 6.1364 2.7256
H 2.1903 4.4979 0.4561
H 0.7688 5.5038 0.1928
H 0.6964 3.8004 -0.2516
C -8.2500 2.3148 0.2694
C -6.7690 2.0909 0.3508
C -5.8704 3.0319 -0.1470
C -4.5047 2.8218 -0.0840
C -4.0266 1.6413 0.4775
C -4.9028 0.7012 1.0108
C -6.2625 0.9314 0.9398
S -2.2987 1.4128 0.5806
O -1.7113 2.7101 0.3815
O -1.9308 0.6615 1.7755
N -1.7821 0.3307 -0.5452
C -1.9756 0.3622 -1.9313
C -2.7539 1.2495 -2.6608
C -2.9036 1.0531 -4.0265
C -2.2999 -0.0322 -4.6413
C -1.4917 -0.9009 -3.9152
C -0.9211 -2.1042 -4.4826
C -0.1334 -2.8839 -3.7563
C 0.3607 -2.5263 -2.3767
N -0.4352 -1.4480 -1.7285
C -1.2825 -0.6769 -2.5565
H -8.4845 3.3167 -0.0831
H -8.7186 2.1722 1.2430
H -8.7035 1.5980 -0.4172
H -6.2463 3.9499 -0.5801
H -3.8132 3.5660 -0.4527
H -4.5253 -0.1807 1.5032
H -6.9472 0.2062 1.3616
H -3.2559 2.0703 -2.1721
H -3.5153 1.7340 -4.6012
H -2.4567 -0.2216 -5.6953
H -1.1935 -2.3875 -5.4914
H 0.2330 -3.8119 -4.1676
H 2.1195 -2.1175 -1.6649
C 1.9949 -4.9619 -3.1126
N 1.0441 -4.8989 -1.9881
C 0.8669 -6.0904 -1.3140
C 0.1360 -6.1787 -0.1987
C -0.4289 -4.9672 0.3627
O -0.9699 -4.9200 1.4518
N -0.3177 -3.8110 -0.4311
C 0.3603 -3.8123 -1.5227
O 1.7132 -2.1167 -2.5410
H 2.9383 -5.3576 -2.7393
H 2.1693 -3.9822 -3.5331
H 1.6069 -5.6329 -3.8782
H 1.3658 -6.9407 -1.7589
H -0.0082 -7.1175 0.3131
*
```

energy relative to the best compared isomer or geometry (same formula, charge and spin): 3.441 eV
gap between HOMO and LUMO: 6.92 eV

The following is a DFT calculation (ωB97M-V/def2-TZVPD) of C6H10N2 as an isolated structure.

ORCA input file:
```
! RIJCOSX wB97M-V def2-TZVPD def2/J DEFGRID3
* xyz 0 1
C 0.3498 -0.0175 0.5991
C 1.6088 -0.8433 0.2970
C -0.2364 0.4512 -1.9316
C -0.8931 -0.5628 -0.0089
N 0.2077 0.1436 2.0058
C -2.1629 -0.6924 0.2610
C 0.4203 1.2647 -0.3108
N 0.6276 2.4223 -0.1922
H -0.4705 0.8491 2.2612
H 1.0750 0.2927 2.5030
H 1.7128 -1.0350 -0.7684
H 2.4907 -0.2982 0.6406
H 1.5455 -1.7993 0.8199
H -1.1738 0.9344 -2.1844
H 0.5438 0.9696 -2.4844
H -0.1952 -0.5831 -2.2563
H -2.8493 -1.1402 -0.4527
H -2.6007 -0.3559 1.2022
*
```

energy relative to the best compared isomer or geometry (same formula, charge and spin): 6.129 eV
gap between HOMO and LUMO (alpha / beta): 8.44 / 7.30 eV

energy relative to the best compared isomer or geometry (same formula, charge and spin) of number 1 (C26H21BrN5Ru)? 0.433 eV